# 1
Below is the molecule C5H8P4, with properties calculated with wB97M-V/def2-TZVPD.

XYZ file:
```
17
Properties=species:S:1:pos:R:3:nbo_charge:R:1
H 3.243 0.207 -0.771 -0.0159
P 3.156 1.134 0.286 0.4717
C 2.926 -0.144 1.537 -0.9851
P 1.589 -1.033 2.035 0.7602
C 0.436 -0.297 0.940 -0.5238
C 0.638 0.741 0.145 -0.3061
P -0.169 1.446 -1.235 0.6107
C -1.532 0.226 -1.615 -1.0836
P -1.676 -1.331 -0.700 0.5910
C -0.951 -0.876 1.007 -0.7083
H 3.801 -0.204 2.257 0.2447
H -0.820 2.271 -0.301 -0.0174
H -2.553 0.856 -1.442 0.2550
H -1.569 -0.113 -2.715 0.2664
H -0.440 -1.864 -1.377 -0.0412
H -0.707 -1.873 1.425 0.2349
H -1.684 -0.297 1.577 0.2467
```

Summary:
SMILES = [H]/P=C\P=C1/C#[PH]CPC1
gap between HOMO and LUMO = 7.503 eV
E_HOMO = -8.0 eV
relative energy (zero: lowest compared OMol25 entry of this formula, charge and spin) = 1.519 eV
spin multiplicity = 1


# 2
Below is a structure of composition C2H9N3O2, with properties calculated with wB97M-V/def2-TZVPD.

XYZ file:
```
16
Properties=species:S:1:pos:R:3:nbo_charge:R:1
C 0.493 0.404 1.709 -0.4185
C 1.006 0.706 -0.671 -0.4408
N -1.305 -0.385 0.054 0.1771
N 0.425 -0.116 0.361 -0.4111
N -1.259 -1.471 -0.781 -0.1574
O -1.874 0.703 -0.563 -0.5229
O -0.287 -2.319 -0.313 -0.6280
H -1.625 0.709 -1.509 0.4372
H 0.430 -1.375 0.154 0.4520
H -1.039 -1.191 -1.757 0.2763
H 1.535 0.487 2.029 0.2025
H 2.097 0.709 -0.591 0.2211
H 0.023 1.391 1.781 0.1921
H -0.029 -0.284 2.372 0.2286
H 0.648 1.741 -0.623 0.1964
H 0.760 0.291 -1.654 0.1955
```

Summary:
gap between HOMO and LUMO = 8.674 eV
E_HOMO = -8.1 eV
relative energy (zero: lowest compared OMol25 entry of this formula, charge and spin) = 6.934 eV
spin multiplicity = 1


# 3
Below is a cluster of 3 separate species, C2H9O2S in total, with properties calculated with wB97M-V/def2-TZVPD.

XYZ file:
```
14
Properties=species:S:1:pos:R:3:nbo_charge:R:1
C -1.012 -1.256 -1.758 -0.6107
C -0.036 -0.539 -0.845 -0.5196
S -0.608 -0.446 0.891 -0.7338
H -1.908 -0.686 -2.016 0.1903
H -1.347 -2.205 -1.321 0.1990
H -0.576 -1.568 -2.724 0.1720
H 0.079 0.480 -1.228 0.1798
H 0.942 -1.018 -0.875 0.1807
H -0.230 2.150 1.955 0.4809
H -1.326 2.256 0.978 0.4854
O -0.695 2.824 1.441 -0.9795
H 2.495 0.539 2.364 0.4526
H 1.650 -0.374 1.441 0.5021
O 2.572 -0.156 1.696 -0.9990
```

Summary:
charge = -1
gap between HOMO and LUMO = 7.095 eV
E_HOMO = -3.0 eV
relative energy (zero: lowest compared OMol25 entry of this formula, charge and spin) = 0.120 eV
spin multiplicity = 1


# 4
Below is a cluster of 3 separate species, C6H11N2O in total, with properties calculated with wB97M-V/def2-TZVPD.

XYZ file:
```
20
Properties=species:S:1:pos:R:3:nbo_charge:R:1
C 0.807 1.758 0.014 -0.3719
C -0.432 1.173 -0.220 -0.1378
C 1.847 -0.429 -0.281 0.4351
C 1.975 0.964 -0.068 -0.0856
C -0.527 -0.196 -0.360 0.5092
C -2.855 -0.281 -0.306 -0.2743
N 0.644 -0.955 -0.317 -0.6114
N 2.926 -1.274 -0.416 -0.6917
O -1.645 -0.961 -0.410 -0.4279
H 0.747 2.723 0.343 0.2414
H -1.335 1.667 -0.374 0.2434
H 2.932 1.455 0.101 0.2468
H -1.013 -0.367 2.123 0.0211
H -1.602 0.228 1.968 -0.0184
H -3.678 -0.959 -0.146 0.2330
H -3.173 0.424 -1.180 0.2084
H -2.726 0.275 0.625 0.1883
H 0.538 -2.022 -0.480 0.4421
H 3.829 -1.010 0.025 0.4405
H 2.740 -2.215 -0.637 0.4098
```

Summary:
charge = +1
⟨S²⟩ = 2.009
gap between HOMO and LUMO (alpha / beta) = 6.656 / 7.405 eV
E_HOMO (alpha / beta) = -9.9 / -14.6 eV
relative energy (zero: lowest compared OMol25 entry of this formula, charge and spin) = 1.005 eV
spin multiplicity = 3


# 5
Below is the molecule C5H8O, with properties calculated with wB97M-V/def2-TZVPD.

XYZ file:
```
14
Properties=species:S:1:pos:R:3:nbo_charge:R:1
O -0.948 -0.828 -1.680 -0.7125
C 0.033 -0.801 -0.656 0.1066
C 0.924 0.470 -0.732 -0.4732
C 0.638 1.222 0.538 -0.1838
C -0.272 0.609 1.287 -0.2054
C -0.565 -0.784 0.774 -0.4691
H -1.676 -0.248 -1.426 0.4613
H 0.606 -1.721 -0.827 0.1809
H 0.576 1.100 -1.559 0.2245
H 1.982 0.236 -0.911 0.2162
H 1.129 2.153 0.792 0.2101
H -0.683 1.028 2.202 0.2110
H -1.628 -1.047 0.759 0.2141
H -0.030 -1.525 1.391 0.2194
```

Summary:
SMILES = OC1CC=CC1
gap between HOMO and LUMO = 10.365 eV
E_HOMO = -9.3 eV
relative energy (zero: lowest compared OMol25 entry of this formula, charge and spin) = 0.859 eV
spin multiplicity = 1


# 6
Below is a structure of composition C12H15AsMoN3OS5, with properties calculated with wB97M-V/def2-TZVPD.

XYZ file:
```
38
Properties=species:S:1:pos:R:3:nbo_charge:R:1
Mo -0.755 0.944 -0.473 0.8742
N 1.521 0.568 1.522 -0.5702
C 2.029 0.686 0.233 0.4087
C 3.419 0.603 0.085 -0.2396
C 3.988 0.710 -1.163 -0.0575
C 3.171 0.906 -2.283 -0.2179
C 1.824 0.998 -2.089 0.0473
N 1.257 0.886 -0.857 -0.5070
C 0.290 0.494 2.172 0.4103
C 0.313 0.425 3.568 -0.2430
C -0.867 0.363 4.274 -0.0519
C -2.086 0.334 3.586 -0.2193
C -2.057 0.388 2.224 0.0598
N -0.894 0.480 1.522 -0.5086
H 2.274 0.526 2.193 0.4455
H 4.046 0.467 0.957 0.2626
H 5.062 0.646 -1.276 0.2771
H 3.588 1.002 -3.275 0.2814
H 1.140 1.189 -2.906 0.2398
H 1.261 0.425 4.090 0.2614
H -0.850 0.335 5.356 0.2765
H -3.026 0.270 4.115 0.2807
H -2.961 0.356 1.629 0.2403
S -3.105 4.413 -3.247 -0.0588
As -3.556 3.184 -1.722 0.8672
S -2.371 0.843 -1.980 -0.0066
S -0.758 3.064 -0.094 0.2488
S -4.705 3.022 -0.066 -0.1534
C -1.079 -3.643 -0.518 -0.7917
S 0.096 -2.458 -1.164 1.2676
C -0.401 -2.426 -2.904 -0.8029
O -0.440 -1.105 -0.578 -0.9614
H -2.087 -3.258 -0.661 0.2632
H -0.864 -3.805 0.537 0.2739
H -0.942 -4.583 -1.055 0.2877
H 0.472 -2.657 -3.513 0.2817
H -0.766 -1.430 -3.146 0.2551
H -1.178 -3.163 -3.093 0.2791
```

Summary:
charge = +3
gap between HOMO and LUMO = 5.867 eV
E_HOMO = -18.1 eV
spin multiplicity = 1


# 7
Below is the ion C2H2NO3S with charge +1, with properties calculated with wB97M-V/def2-TZVPD.

XYZ file:
```
9
Properties=species:S:1:pos:R:3:nbo_charge:R:1
C -1.007 -0.485 -0.002 -0.5960
C 0.341 -0.573 0.246 0.6238
N 0.188 1.575 -0.696 0.3148
O 0.715 2.534 -1.059 -0.1354
O 1.010 0.565 -0.117 -0.2536
O 1.188 -1.386 0.838 -0.5742
S -1.415 1.079 -0.700 0.7783
H -1.887 -1.117 0.441 0.3244
H 0.866 -2.192 1.048 0.5180
```

Summary:
charge = +1
gap between HOMO and LUMO (alpha / beta) = 8.123 / 8.121 eV
E_HOMO (alpha / beta) = -14.7 / -14.7 eV
relative energy (zero: lowest compared OMol25 entry of this formula, charge and spin) = 1.001 eV
spin multiplicity = 1


Asked for max |F| across the records above, the calculation gives 4.011 1.131 1.217 5.371 0.383 2.257 5.038 eV/Å in order.